# 1
138
Properties=species:S:1:pos:R:3:mulliken_charge:R:1 method="wB97M-V/def2-TZVPD" total_charge=-1 total_energy_ev=-79216.4293 homo_ev="-2.21 / -2.21" spin_multiplicity=5 orbital_gap_ha="0.14788 / 0.14548"
S -5.0431 4.6072 2.1173 -0.26
P 0.7917 4.3069 1.1250 0.28
O -7.5098 3.8873 -3.6114 -0.61
O 3.3157 -8.1147 -2.5889 -0.65
O 4.5909 2.2797 2.8840 -0.51
O 2.2201 -2.2142 0.5189 -0.75
N 1.6477 -2.4046 1.8045 0.26
N -8.2581 4.7877 -3.1009 0.51
N 5.2634 1.1972 2.9263 0.37
N 3.2402 -7.1468 -3.4198 0.60
C 5.1020 -6.2625 -2.0864 -2.00
C 3.8832 -5.8765 -2.9174 2.10
C 3.0546 -4.3719 1.7643 -1.66
C -8.0805 4.4683 -0.6648 -1.04
C 4.3773 -4.9736 -4.0525 -2.16
C 0.4682 -0.3748 1.1394 -1.92
C 1.6392 -3.8741 2.0464 1.97
C 6.8284 1.2114 1.0254 -1.48
C -0.7535 -4.0319 1.2145 -0.77
C -9.9646 3.5849 -4.3961 -1.90
C -0.2185 -1.5164 3.2106 -1.74
C 0.6554 -4.6062 1.1221 0.01
C 1.9092 -7.0629 -4.1156 1.80
C -3.2828 4.9497 1.7574 -0.67
C 1.5470 -4.8852 -2.7842 -0.36
C -0.7158 -2.5363 0.9245 -1.49
C 0.9561 -6.2051 -3.2635 -1.56
C 5.8697 2.0344 5.1469 -1.98
C 0.2638 6.0500 0.7548 -0.98
C 5.5617 -0.9405 1.6314 -1.11
C -10.5941 5.7078 -3.3033 -1.57
C 7.5893 1.8842 3.3182 -1.21
C -0.5399 3.5424 2.0013 -0.62
C -7.6914 5.3770 -1.8339 1.73
C -9.5811 4.2086 -0.5961 -0.53
C -6.1742 5.4400 -1.9785 -1.76
C -1.7556 2.9555 1.3346 -0.34
C 7.9955 1.2205 2.0063 -0.46
C 4.3768 0.9628 0.6402 -1.87
C 2.0561 -6.5205 -5.5516 -1.65
C 0.3098 -1.7590 1.7752 2.14
C -10.0849 3.6225 -1.9096 -1.40
C 2.0549 4.5483 2.4463 -0.71
C -2.7073 3.9811 0.7121 -0.94
C 6.7254 -0.1714 4.4734 -1.96
C 2.8654 -5.1233 -2.0595 -1.42
C 5.5286 0.5957 1.5732 1.87
C -9.7212 4.4451 -3.1589 1.66
C 1.3351 -8.4731 -4.2243 -1.96
C 6.3612 1.2220 3.9526 1.77
C -8.1801 6.8048 -1.5697 -2.08
C 1.3308 -4.2579 3.5030 -2.27
H -10.1261 5.1250 -0.3494 0.29
H -5.7379 4.4496 -2.0700 0.37
H -10.0956 6.6176 -2.9951 0.31
H 2.0447 -9.1419 -4.7123 0.48
H -9.6608 2.6210 -2.0289 0.38
H -11.0428 3.4381 -4.4953 0.43
H 1.2614 0.1754 1.6515 0.22
H -1.4238 2.2685 0.5450 0.22
H 8.8296 1.7730 1.5663 0.40
H 1.5554 -5.3190 3.6440 0.44
H -10.8729 5.8458 -4.3484 0.45
H 1.6764 -4.1903 -3.6197 0.33
H -5.4540 5.8756 2.2437 0.12
H -0.1021 2.8452 2.7186 0.36
H 4.9743 -4.1779 -3.6058 0.43
H 0.5585 6.7306 1.5557 0.33
H 3.7909 -3.8491 2.3805 0.23
H -2.1761 4.5531 -0.0519 0.31
H 5.6064 -5.3470 -1.7742 0.41
H 7.3584 2.9380 3.1313 0.35
H -9.2252 6.8653 -1.2778 0.43
H -9.4800 2.6155 -4.3223 0.40
H 6.6170 2.2438 0.7274 0.37
H -11.1716 3.5058 -1.8903 0.44
H 1.6189 4.3256 3.4211 0.32
H 0.2895 -4.1119 3.7858 0.43
H 3.2919 -4.1893 0.7208 0.11
H 2.6680 -5.6973 -1.1495 0.49
H 3.1269 -5.4445 1.9832 0.48
H -0.4465 -2.3984 -0.1267 0.36
H -11.5124 5.6121 -2.7218 0.28
H -9.5966 4.0865 -5.2910 0.47
H -2.7113 4.8811 2.6827 0.43
H 4.5229 0.4203 -0.2956 0.48
H 0.8519 -4.4042 -2.0945 0.13
H 3.4247 0.6378 1.0580 0.20
H 2.9737 -5.9702 -5.7143 0.31
H 6.3290 -1.3499 0.9703 0.25
H -1.4052 -4.5277 0.4869 0.44
H -1.1913 -4.2276 2.2004 0.35
H -2.2993 2.3451 2.0614 0.37
H -1.3028 -1.6522 3.2719 0.28
H 1.0152 -4.4954 0.0967 -1.05
H -5.7625 5.9192 -1.0888 0.38
H 5.0106 -5.5278 -4.7487 0.41
H 0.6585 -5.6767 1.3616 0.58
H 5.6814 3.0702 4.8777 0.38
H 1.2208 -5.8654 -5.8035 0.28
H 5.8351 -0.7042 4.8091 0.40
H -3.2234 5.9807 1.4121 0.39
H 2.0597 -7.3488 -6.2617 0.48
H -7.7166 4.9232 0.2596 0.26
H 4.5959 -1.3455 1.3050 0.21
H 4.8194 -6.8226 -1.1996 0.37
H 1.0851 -8.8871 -3.2514 0.40
H 0.2492 -2.1634 3.9438 0.34
H 3.5769 -4.4940 -4.6091 0.46
H 7.2416 -0.7882 3.7438 0.45
H 0.0473 -6.0356 -3.8480 0.46
H -8.0215 7.4394 -2.4432 0.39
H -7.5926 7.2101 -0.7449 0.45
H -0.4753 0.1766 1.2505 0.26
H 0.4287 -8.4189 -4.8325 0.43
H -5.8943 6.0221 -2.8575 0.48
H 4.9469 1.6104 5.5439 0.46
H -1.7072 -2.0903 1.0632 0.44
H 8.4082 1.8562 4.0435 0.38
H 7.3938 -0.0465 5.3277 0.46
H 0.0051 -0.4922 3.5177 0.40
H 6.6341 2.0025 5.9260 0.43
H -7.5553 3.5146 -0.7709 0.38
H 2.8917 3.8705 2.2804 -0.03
H 5.7239 -1.3447 2.6229 0.14
H -9.7872 3.5034 0.2115 0.39
H 0.6644 -6.7917 -2.3868 0.36
H 4.3354 2.0313 0.4345 0.45
H 3.2943 -4.1713 -1.7361 0.59
H -0.8186 6.1047 0.6480 0.17
H 5.7962 -6.8677 -2.6725 0.49
H 0.7174 6.3878 -0.1770 0.33
H -3.5181 3.4601 0.1991 0.55
H 1.9601 -3.6769 4.1812 0.39
H 0.7324 -0.4577 0.0893 0.49
H 8.3585 0.2037 2.1818 0.29
H 7.0932 0.6664 0.1162 0.40
H 2.3975 5.5828 2.4502 0.43

***

# 2
162
Properties=species:S:1:pos:R:3:mulliken_charge:R:1 method="wB97M-V/def2-TZVPD" total_charge=+1 total_energy_ev=-120520.4527 homo_ev=-11.33 spin_multiplicity=1 orbital_gap_ha=0.30931
Cl 6.1878 -3.0457 -7.2894 -0.14
O 2.7926 -5.8303 -4.9722 -0.58
O -2.0217 7.3714 6.5359 -0.35
O -2.0300 -1.3796 -2.0241 -0.55
O -8.6466 9.5729 7.7910 -0.33
O 2.8525 -1.6364 1.4378 -0.01
O 8.1989 -1.6666 -5.3299 -0.62
O 1.8938 -7.8495 -4.4984 -0.37
O -0.4208 -1.6529 -3.5848 -0.32
O 3.1081 -7.6538 -6.2643 -0.36
O 1.7753 2.1951 5.6781 -0.55
O 11.6868 -2.7259 -8.6757 -0.35
O 12.5972 -0.6617 -8.7892 -0.55
O 3.7115 3.3203 5.3579 -0.42
O 1.8424 -2.4036 3.1781 -0.27
O 3.0240 1.9825 3.8161 -0.37
O 13.2468 -2.3657 -10.1176 -0.35
O 0.0264 -0.4596 -1.8464 -0.30
O -14.4924 8.3709 8.8956 -0.55
O -3.6881 -9.9508 -7.3226 -0.55
O -7.5022 7.7580 7.9897 -0.36
O -15.1146 10.5435 8.8625 -0.36
O -0.8797 5.5642 6.7987 -0.38
O 6.7396 0.2321 -5.0167 -0.45
O -9.7577 7.6234 8.0171 -0.56
O -13.2502 10.0205 9.8055 -0.36
O -3.1345 5.4219 6.7573 -0.57
O 4.0985 -2.4550 3.1335 -0.59
O -2.4143 -8.1074 -7.0661 -0.32
O -4.4276 -7.8683 -7.7973 -0.37
N 3.6231 -0.4862 -2.5797 -0.70
N 5.7501 -1.9644 -4.9432 0.08
C -16.3308 10.1839 8.1885 -0.18
C 3.9428 3.0144 7.7768 -1.13
C 7.5103 -4.1967 -3.7803 -1.22
C 9.6558 -1.4518 -8.2044 -0.43
C -3.2786 8.0235 6.3351 -0.56
C 0.0024 -6.5252 -3.6985 -0.78
C 10.8111 -2.2581 -7.6498 -0.22
C 5.7485 -3.3190 -5.5842 0.40
C -9.9099 10.2285 7.6485 -0.29
C 1.8713 -3.0568 4.4557 -0.76
C -5.7127 -8.4040 -8.1612 -0.18
C 6.5688 -4.4540 -4.9499 -0.67
C 5.2242 -1.9583 -3.5062 -0.93
C -7.7021 5.6272 6.8157 -1.13
C 3.8275 -1.3905 -3.4378 0.77
C 2.7876 -1.9735 -4.3584 -0.54
C -7.4154 6.3297 8.1251 -0.20
C 2.0784 1.0187 3.3494 -0.33
C 3.8085 -6.8068 -7.1715 -0.31
C 3.0369 -2.1958 2.6365 0.57
C 4.5837 -2.5912 0.0263 -0.98
C -14.3094 9.5279 9.1641 0.80
C -1.3231 -2.4964 -4.3127 -0.77
C 3.5751 3.9487 6.6454 0.15
C 14.1611 -1.4791 -10.7763 -0.63
C -3.5351 -8.7611 -7.3865 0.76
C 1.2429 -7.3081 -3.3329 -0.28
C -0.3085 0.0984 -0.5569 -0.35
C -0.2328 -0.9423 0.5378 -0.95
C 4.0167 -1.3412 0.6662 -0.41
C -1.0081 3.4064 5.6479 -1.02
C -2.1123 6.0538 6.7027 0.78
C -8.7347 8.2517 7.9343 0.77
C 2.6022 -6.9996 -5.2193 0.84
C 12.5196 -1.8012 -9.1656 0.75
C -1.3760 -8.9444 -6.5553 -0.52
C -0.7897 4.1373 6.9508 -0.17
C -17.3556 9.6015 9.1371 -1.09
C -12.3084 9.0332 10.2370 -0.69
C -0.9220 -1.1831 -2.4353 0.71
C -6.5510 -8.7428 -6.9485 -1.09
C 2.7472 2.4744 5.0253 0.77
B 7.0089 -1.0936 -5.1058 0.70
H -1.4867 3.8064 7.7200 0.32
H 2.8879 -3.0483 -4.4740 0.14
H 0.2203 3.9571 7.3120 0.26
H 7.1573 -4.9000 -5.7426 0.66
H 3.2528 2.1741 7.8330 0.29
H -11.9870 8.4049 9.4093 0.31
H 3.8084 -3.1122 -0.5409 0.20
H 2.5635 4.3384 6.7539 0.02
H 2.6415 -0.2096 -2.5933 0.24
H 5.8600 -5.2234 -4.6574 0.22
H 4.3128 -7.4426 -7.8915 0.27
H -7.5449 -9.0623 -7.2595 0.35
H 14.7586 -2.1008 -11.4343 0.23
H -11.4547 9.5765 10.6324 0.21
H -1.6566 -9.3413 -5.5804 0.32
H 2.3497 0.7894 2.3237 0.09
H -17.5431 10.2900 9.9616 0.29
H 4.9684 -3.2777 0.7785 0.54
H -0.8423 -2.7043 -5.2638 0.25
H -2.2712 -1.9935 -4.4816 0.34
H -17.0098 8.6580 9.5555 0.31
H 13.6145 -0.7422 -11.3610 0.30
H -3.0831 9.0909 6.3306 0.23
H -1.2806 0.5869 -0.5990 0.37
H -18.2927 9.4218 8.6109 0.35
H 7.8480 -5.1608 -3.4157 0.51
H 3.6620 -0.6555 -0.0975 0.38
H -6.3921 6.1241 8.4319 0.30
H -0.9952 -1.7109 0.4206 0.43
H -16.1062 9.5002 7.3706 0.31
H 4.2569 4.7949 6.6123 0.30
H 10.4429 -3.1601 -7.1619 0.23
H -16.6954 11.1150 7.7603 0.29
H -5.5761 -9.2678 -8.8103 0.32
H -0.6727 -7.1384 -4.2944 0.13
H -9.7141 11.2958 7.6743 0.26
H 0.8490 -3.0494 4.8186 0.24
H 1.7947 -1.7266 -4.0034 -0.08
H 7.0681 -3.6933 -2.9298 0.24
H 1.9506 -6.7069 -2.7633 0.29
H 2.8818 -1.5305 -5.3521 0.40
H -0.8376 2.3421 5.7889 0.29
H -7.0419 6.0032 6.0333 0.28
H -0.3193 3.7712 4.8868 0.19
H 4.5441 -6.2142 -6.6302 -0.09
H 14.8025 -0.9799 -10.0549 0.30
H -2.0243 3.5523 5.2816 0.47
H -0.5231 -6.2024 -2.8003 0.42
H -3.7003 7.7320 5.3746 0.28
H -6.1854 -7.6159 -8.7427 0.29
H -0.4962 -8.3155 -6.4512 0.00
H -8.0783 5.9846 8.9175 0.32
H 11.3827 -1.6869 -6.9160 0.33
H -0.3644 -0.4764 1.5141 0.33
H 2.2169 -4.0822 4.3450 0.30
H 8.9687 -1.1828 -7.4071 -0.18
H -8.7294 5.7933 6.4956 0.37
H 10.0050 -0.5373 -8.6811 0.36
H 5.8855 -1.3591 -2.8956 0.23
H -1.4895 -3.4262 -3.7719 0.28
H 5.4019 -2.3247 -0.6445 0.11
H 5.1898 -2.9812 -3.1543 0.37
H 4.7104 -3.6169 -5.6400 0.06
H 7.3856 0.7066 -4.4887 0.32
H 1.0669 1.4194 3.3751 0.25
H -6.6502 -7.8716 -6.3002 0.29
H 0.9834 -8.1768 -2.7333 0.31
H -10.3654 9.9700 6.6941 0.29
H 5.0404 -1.4384 -5.4584 0.60
H 4.7685 -0.8255 1.2637 0.35
H 8.9361 -1.1748 -4.9581 0.29
H -10.5789 9.9619 8.4599 -0.06
H 2.5145 -2.5207 5.1490 0.33
H 3.9124 3.5484 8.7259 0.38
H -3.9775 7.7878 7.1339 0.24
H -1.1568 -9.7619 -7.2373 0.38
H 0.4453 0.8676 -0.3981 0.33
H 8.3998 -3.6541 -4.0671 0.20
H -7.5446 4.5543 6.9214 0.35
H 4.9479 2.6180 7.6301 0.33
H -6.0977 -9.5460 -6.3703 0.32
H 3.1127 -6.1483 -7.6890 0.29
H 0.7428 -1.4210 0.5110 0.18
H -12.7365 8.4206 11.0285 0.35
H 9.1152 -2.0298 -8.9554 0.25
H 2.1324 0.1146 3.9520 0.18
H 0.2510 -5.6413 -4.2848 0.19

***

# 3
163
Properties=species:S:1:pos:R:3:mulliken_charge:R:1 method="wB97M-V/def2-TZVPD" total_charge=+3 total_energy_ev=-157517.5995 homo_ev=-13.64 spin_multiplicity=1 orbital_gap_ha=0.27504
S -4.0112 -1.5361 -0.6484 0.96
S -3.8957 0.9562 5.7895 0.88
S -4.9129 -3.2224 0.7958 1.07
S -2.5662 0.5121 3.9415 1.05
P 0.2165 0.6176 -0.7429 1.95
F 0.8843 0.2795 -2.2216 -0.53
F -6.0009 -4.3716 0.5209 -0.32
F 0.0305 -0.9202 -0.3370 -0.62
F -0.3837 1.0293 0.7053 -0.42
F -1.2368 0.7244 -1.3966 -0.31
F 0.5575 2.2497 -1.0004 -0.48
F -4.7389 2.1893 6.3179 -0.28
F -3.4551 -1.5544 -2.2003 -0.38
F 1.7711 0.5585 -0.1022 -0.36
F -2.5956 0.8024 2.3619 -0.28
O -2.8438 1.1497 6.7735 -0.55
O -2.8201 -0.9410 4.0563 -0.55
O -4.7585 -0.2913 -0.5790 -0.62
O -4.8543 -0.1670 5.8750 -0.58
O -1.2234 1.0267 4.2121 -0.58
O -5.6554 -2.3196 1.7166 -0.59
O -2.7918 -1.5868 0.1180 -0.16
O -3.7997 -3.9955 1.2657 -0.45
N 0.1067 -3.1827 2.9846 0.84
N 0.3217 2.9449 -5.3970 0.50
N -3.7102 1.4563 4.1780 -0.10
N 3.0450 4.2526 -0.2045 0.42
N 3.8439 4.5232 1.8832 0.23
N 5.0187 -2.1263 -1.7407 0.46
N -1.0794 1.1973 -5.0611 0.24
N -3.4410 -5.7159 -2.5092 0.28
N -1.8446 -4.1706 -2.9994 0.48
N -3.0981 4.3173 0.6935 0.34
N -4.8050 -2.7238 -0.8403 -0.34
C 0.6245 4.3878 -5.1958 -0.26
C 6.1899 -1.3777 -2.3172 -0.97
C -5.2018 3.2498 -0.1578 -1.18
C 3.3263 -2.1782 -3.4701 0.09
C -4.3867 -6.5210 -1.7327 -0.13
C -2.5045 -4.8366 -1.9886 -0.55
C 2.3199 4.2462 -1.4194 -0.76
C -3.3783 -5.6534 -3.8567 -0.52
C -1.2436 -5.0881 3.7176 -0.42
C 1.8264 -1.2249 2.7657 0.42
C 4.9040 -3.5421 -2.2344 -0.82
C 1.0512 -4.2355 3.6746 -0.62
C -0.0443 -3.3363 1.4639 -1.32
C 0.2017 -5.5544 3.7912 -0.85
C 0.1049 2.3026 -6.5972 -0.45
C -0.9841 -3.1148 -2.8263 -0.43
C 4.1674 3.4141 -0.0344 -0.30
C -2.8085 3.2699 -0.4755 0.39
C -2.4272 4.8113 3.1297 -0.25
C -0.6055 1.1582 -6.3735 -0.50
C 5.5999 -0.8544 0.5279 -0.33
C 3.8780 4.9353 3.2815 -0.62
C -1.1957 4.8653 4.0311 -1.44
C -0.4700 2.2884 -4.5124 -0.20
C 5.6813 -0.8576 2.0639 -1.03
C 4.6850 3.6414 1.2015 -0.69
C -4.1121 2.9892 -1.1955 -0.23
C -3.3283 5.7286 0.0168 -0.92
C -1.9565 0.3524 -4.2738 -0.10
C 5.2365 -2.1492 -0.1898 -0.55
C 0.4567 -1.7017 3.2836 -0.06
C -3.6267 -7.1820 -0.6385 -1.02
C -2.0185 4.2346 1.8134 -0.21
C 2.0967 4.5934 -5.4332 -1.31
C 3.7108 -1.4480 -2.1882 -0.03
C -1.2406 -3.6002 3.5925 -0.58
C 2.1693 0.2184 3.1332 -1.32
C 3.9821 -3.5321 -3.4828 -0.85
C 2.8015 4.7789 1.0387 -0.20
C -4.4554 3.6370 1.1445 -0.06
C -2.4064 -4.6545 -4.1629 -0.34
C 2.8159 4.1961 4.1172 -0.83
H -4.1495 2.0462 -1.7409 0.17
H 0.4037 -6.2086 2.9431 0.38
H -3.1713 4.1398 3.5580 0.31
H -2.4882 2.3633 0.0379 -0.80
H 2.2551 -2.3262 -3.3330 -0.31
H 6.2439 -1.3330 -3.4050 0.38
H -1.9200 3.6359 -0.9900 0.43
H -3.5048 6.5226 0.7425 0.31
H 5.4294 3.1322 1.7956 0.45
H -1.4938 5.4411 4.9073 0.48
H 3.6205 5.9861 3.4142 0.31
H -2.8152 5.8136 2.9482 0.41
H 4.8587 4.9148 3.7568 0.42
H 3.4652 -1.5818 -4.3718 0.49
H -1.4548 -3.2416 4.5993 0.64
H 2.5803 -1.9881 2.9588 0.44
H 0.0828 5.0348 -5.8858 0.34
H 1.2516 -3.8128 4.6592 0.48
H 5.9011 -3.9823 -2.2473 0.52
H -0.3131 -1.0918 2.8107 -0.87
H -5.0167 4.3812 1.7095 0.58
H -0.5813 2.6178 -3.4899 0.07
H -1.1008 -2.6732 -1.8366 -0.08
H 1.3498 0.9343 3.0710 0.13
H 0.3621 2.7668 -7.5378 0.44
H 6.2680 -0.3658 -1.9198 0.30
H 1.8047 -1.2778 1.6772 -0.49
H 0.4413 -6.0832 4.7138 0.33
H -4.1900 5.7069 -0.6504 0.38
H 2.8013 4.5894 5.1337 0.45
H -3.3572 -6.3805 0.0493 0.13
H -1.2170 4.7365 1.2713 0.33
H -4.2917 -7.9658 -0.2758 0.43
H -4.4130 3.7624 -1.9025 0.46
H 2.9425 0.5750 2.4526 0.17
H -1.7121 -5.4135 4.6465 0.57
H -4.8262 -7.2660 -2.3960 0.38
H 4.5334 2.8500 -0.8795 0.54
H -2.0611 -3.2527 2.9646 0.08
H 0.9703 -3.1216 1.1284 0.23
H 3.2731 -4.3594 -3.5153 0.43
H 3.9277 -0.3964 -2.3755 0.34
H 1.8119 4.0778 3.7098 0.16
H -0.9724 0.4528 -7.1044 0.48
H -2.4185 5.9606 -0.5368 0.34
H -6.0129 3.9509 -0.3544 0.34
H 2.4906 5.5458 -5.0783 0.42
H -5.8297 2.3845 0.0548 0.47
H 0.3637 4.6962 -4.1834 0.29
H -2.6883 -0.2302 -4.8334 0.48
H 2.3689 3.3568 -2.0476 0.17
H -2.6969 -7.6610 -0.9451 0.34
H 6.4964 -1.4463 2.4847 0.43
H -0.8818 -2.7230 1.1312 0.37
H 4.4665 -4.0777 -1.3919 0.44
H 1.8868 5.3249 1.2161 0.38
H 0.3149 -1.6204 4.3612 0.82
H -1.1985 -0.2208 -3.7400 -0.21
H 2.0115 -4.4781 3.2198 0.35
H -1.2221 -2.3441 -3.5594 -0.08
H 0.0435 -3.4499 -2.9674 0.64
H 1.2657 4.3113 -1.1500 0.15
H 2.7484 3.8824 -4.9255 0.32
H -0.9182 3.8911 4.4334 0.25
H -5.2378 -6.0351 -1.2556 0.14
H 5.6094 0.1076 2.5653 0.28
H -2.4860 0.9587 -3.5389 0.00
H 7.1152 -1.7871 -1.9117 0.39
H 2.9446 -1.5922 -1.4264 -0.35
H 2.3935 4.4063 -6.4652 0.37
H 2.7096 5.0938 -1.9831 0.43
H 2.5453 0.3172 4.1515 0.61
H 4.6053 -3.7095 -4.3594 0.29
H -0.3541 5.4584 3.6733 0.36
H 4.7378 -1.3122 2.3661 0.04
H -4.2529 2.7842 1.7925 -0.06
H -1.6511 -5.5858 2.8376 -0.13
H 6.5041 -0.4153 0.1062 0.46
H -2.1110 -4.2409 -5.1159 0.48
H -0.2342 -4.3846 1.2337 0.60
H 4.8773 -0.0687 0.3078 0.21
H 6.0526 -2.8670 -0.1073 0.46
H -4.0149 -6.2456 -4.4974 0.49
H -2.3666 -4.6810 -0.9288 0.24
H -1.6828 3.2001 1.8843 -0.19
H 3.1640 3.1809 4.3076 0.23
H 4.3047 -2.6131 0.1339 0.25